Entry 1:
Entry from the OMol25 dataset: the molecule C4H6N2O3 (ωB97M-V/def2-TZVPD).

For the HOMO energy, the calculation gives -7.46 eV. The value obtained for the HOMO-LUMO gap is 8.09 eV. The value obtained for the total energy is -13363.869 eV. Its energy above the lowest of the compared OMol25 structures with the same formula, charge and spin is 117.8 kcal per mole. Its maximum force is 3.7 eV/A. Its SMILES is COc1c[nH]/c(=N/O)o1. The value obtained for the lowest unoccupied orbital energy is 0.0232 hartree.

```
15
C4H6N2O3 (ωB97M-V/def2-TZVPD)
C 2.62789 -0.47363 0.14381
O 1.40095 -1.18500 -0.06190
C 0.33580 -0.38442 -0.05310
C 0.39369 0.98948 -0.06397
N -0.96071 1.35450 -0.06001
C -1.78842 0.20843 -0.02594
N -3.03637 0.13784 0.11840
O -3.71596 -1.08290 0.06317
O -0.98909 -0.82169 -0.29290
H 2.78121 0.08287 -0.81987
H 3.59185 -1.17689 0.32935
H 2.54139 0.23437 0.94860
H 1.23621 1.62721 -0.22811
H -1.34050 2.30306 0.01686
H -3.07793 -1.81323 -0.01440
```



Entry 2:
Entry from the OMol25 dataset: a cluster of 2 separate species, C4H6N2O5 in total (ωB97M-V/def2-TZVPD).

For the HOMO energy (alpha / beta), the calculation gives -0.93 / -0.23 eV. The value obtained for the HOMO-LUMO gap (alpha / beta) is 7.39 / 6.77 eV. As for the net charge: -2. The value obtained for the total energy is -17456.492 eV. Its energy above the lowest of the compared OMol25 structures with the same formula, charge and spin is 85.6 kcal per mole. Its maximum force is 4.5 eV/A. The value obtained for the lowest unoccupied orbital energy (alpha / beta) is 0.2373 / 0.2405 hartree.

```
17
C4H6N2O5 (ωB97M-V/def2-TZVPD)
C 0.22455 -2.09795 -0.25255
C 1.53899 1.38826 -0.25384
C 0.10350 -0.66298 -0.51195
C 0.58807 0.40805 0.41076
N -2.13079 -0.44917 0.47590
N -2.57524 0.49030 -0.13931
O 0.73396 -2.57474 0.84074
O -2.06786 1.38624 -0.79994
O 0.09665 -2.75661 -1.28750
O -3.84006 0.70552 0.08050
O 1.21723 -0.15041 1.61904
H 2.34507 1.56451 0.51761
H 1.01839 2.30636 -0.36006
H 2.00110 0.97427 -1.15384
H 0.02318 -0.33983 -1.55373
H -0.31887 0.94386 0.85443
H 1.04212 -1.13569 1.51374
```



Entry 3:
Entry from the OMol25 dataset: a cluster of 2 separate species, C4H6N2O6 in total (ωB97M-V/def2-TZVPD).

For the HOMO energy (alpha / beta), the calculation gives 2.76 / -1.37 eV. The expectation value of S² is 2.010. The value obtained for the HOMO-LUMO gap (alpha / beta) is 3.45 / 7.33 eV. As for the net charge: -2. The value obtained for the total energy is -19504.727 eV. Its maximum force is 5.1 eV/A. As for the multiplicity: 3. The value obtained for the lowest unoccupied orbital energy (alpha / beta) is 0.2283 / 0.2191 hartree.

```
18
C4H6N2O6 (ωB97M-V/def2-TZVPD)
C 1.42702 -2.47218 -0.21605
C 0.20863 -2.04384 0.34736
C 2.39464 -1.63254 -0.69002
C -1.50360 2.16469 -0.65468
N 0.02268 -0.76464 0.63601
N -1.15689 1.78368 0.51205
O -0.97883 -0.42569 1.59753
O -1.52847 2.74706 1.55547
O 2.18681 -0.23515 -0.57199
O 3.50805 -2.04842 -1.18212
O -1.15936 1.20821 -1.62133
O -2.11257 3.19584 -1.02044
H 1.33014 -3.40584 -0.75816
H -0.54035 -2.68751 0.83613
H 1.28894 -0.05764 -0.03074
H -0.51515 0.56472 -1.21724
H -1.11609 0.53816 1.39505
H -1.75559 3.57107 1.08314
```



Entry 4:
Entry from the OMol25 dataset: the ion C4H6N2O6P2 with charge -2 (ωB97M-V/def2-TZVPD).

For the HOMO energy, the calculation gives -1.34 eV. The value obtained for the HOMO-LUMO gap is 7.42 eV. As for the net charge: -2. The value obtained for the total energy is -38093.958 eV. Its energy above the lowest of the compared OMol25 structures with the same formula, charge and spin is 27.1 kcal per mole. Its maximum force is 1.8 eV/A. The value obtained for the lowest unoccupied orbital energy is 0.2233 hartree.

```
20
C4H6N2O6P2 (ωB97M-V/def2-TZVPD)
C -0.37129 -2.84673 1.00060
C 0.34236 -1.68427 1.03209
C -0.12089 -2.20790 -1.00265
C -1.24406 0.95193 -0.58436
N -0.66061 -3.17718 -0.29370
N 0.49978 -1.28342 -0.25654
O 2.53632 0.20604 0.19994
O -0.31997 2.72248 2.10941
O 1.29103 0.48982 -2.07670
O -0.49068 3.70411 -0.23471
O -0.01911 1.07627 0.05900
O 1.75195 2.73094 0.56957
P 1.32478 0.31928 -0.61047
P 0.29210 2.89745 0.75672
H -0.69866 -3.46566 1.81842
H 0.74279 -1.09646 1.83336
H -0.16699 -2.15099 -2.07443
H -1.10037 0.73796 -1.64857
H -1.73956 1.92012 -0.46983
H -1.84894 0.15622 -0.12714
```